--- 1 ---
C2H5N3O | the ωB97M-V functional and the def2-TZVPD basis

The value obtained for the HOMO energy is -9.613 eV. The calculation puts the HOMO-LUMO gap at 10.41 eV. Its SMILES is [H]/N=C/NC(N)=O. As for the LUMO energy: 0.796 eV.

Structure (ORCA input):
```
! wB97M-V def2-TZVPD RIJCOSX def2/J DEFGRID3
* xyz 0 1
H -2.588 0.235 -1.955
N -2.126 0.710 -1.182
C -1.070 0.082 -0.861
N -0.303 0.460 0.229
C 1.090 0.096 0.269
N 1.373 -0.605 1.397
O 1.900 0.385 -0.583
H -0.700 -0.830 -1.343
H -0.502 1.402 0.551
H 2.302 -0.979 1.509
H 0.623 -0.957 1.968
*
```


--- 2 ---
C2H5N3O | the ωB97M-V functional and the def2-TZVPD basis

The value obtained for the HOMO energy is -9.476 eV. The calculation puts the HOMO-LUMO gap at 10.25 eV. Its SMILES is C=NNC(N)=O. As for the LUMO energy: 0.777 eV.

Structure (ORCA input):
```
! wB97M-V def2-TZVPD RIJCOSX def2/J DEFGRID3
* xyz 0 1
C 0.816 -0.772 1.742
N 0.770 0.385 1.265
N 0.166 0.760 0.170
C -0.155 -0.122 -0.750
N -0.872 0.535 -1.765
O 0.262 -1.257 -0.791
H 0.390 -1.733 1.377
H 1.220 -0.563 2.721
H 0.164 1.693 -0.030
H -1.170 -0.081 -2.602
H -1.592 1.154 -1.338
*
```


Energy ordering: 1 at the bottom, the next structure 1.872 eV above.


--- 1 ---
C2H5N3O | the ωB97M-V functional and the def2-TZVPD basis

The value obtained for the HOMO energy (alpha / beta) is -7.449 / -8.123 eV. The calculation puts the HOMO-LUMO gap (alpha / beta) at 7.39 / 8.44 eV. As for the LUMO energy (alpha / beta): -0.063 / 0.316 eV.

Structure (ORCA input):
```
! wB97M-V def2-TZVPD RIJCOSX def2/J DEFGRID3
* xyz 0 1
C -0.154 -0.681 0.813
C -1.314 -0.105 0.275
N 1.143 -0.296 0.723
N 1.655 0.932 0.638
N -0.649 0.626 -1.896
O -1.519 0.422 -0.895
H -0.326 -1.545 1.279
H -2.142 -0.287 0.805
H 1.822 -1.126 0.743
H 2.545 0.875 0.166
H -1.061 1.185 -2.652
*
```


--- 2 ---
C2H5N3O | the ωB97M-V functional and the def2-TZVPD basis

The value obtained for the HOMO energy is -8.812 eV. The calculation puts the HOMO-LUMO gap at 9.62 eV. Its SMILES is N/N=C\C(N)=O. As for the LUMO energy: 0.810 eV.

Structure (ORCA input):
```
! wB97M-V def2-TZVPD RIJCOSX def2/J DEFGRID3
* xyz 0 1
N 1.261 1.662 -0.369
N 0.574 0.953 -1.229
C -0.224 -0.011 -0.834
C -0.335 -0.463 0.577
N -1.416 -1.316 0.743
O 0.503 -0.107 1.429
H 1.527 1.173 0.590
H 1.982 2.348 -0.732
H -0.730 -0.576 -1.650
H -1.331 -1.951 1.550
H -1.811 -1.711 -0.076
*
```


--- 3 ---
C2H5N3O | the ωB97M-V functional and the def2-TZVPD basis

The value obtained for the HOMO energy is -9.220 eV. The calculation puts the HOMO-LUMO gap at 10.07 eV. Its SMILES is [H]/N=C(\N)ON=C. As for the LUMO energy: 0.855 eV.

Structure (ORCA input):
```
! wB97M-V def2-TZVPD RIJCOSX def2/J DEFGRID3
* xyz 0 1
H 0.758 -1.578 -2.047
N 0.225 -0.834 -1.529
C 0.640 -0.478 -0.360
N 1.953 -0.434 -0.025
O 0.036 0.326 0.637
N -1.207 0.749 0.112
C -2.057 0.830 1.036
H 2.449 -0.328 0.851
H 2.698 -1.059 -0.557
H -2.919 1.287 0.729
H -1.571 0.597 1.963
*
```


Energy ordering: 2 at the bottom, the next structure 2.430 eV above.


--- 1 ---
C2H5N3O | the ωB97M-V functional and the def2-TZVPD basis

The value obtained for the HOMO energy is -9.735 eV. The calculation puts the HOMO-LUMO gap at 10.61 eV. Its SMILES is N/N=C\NC=O. As for the LUMO energy: 0.877 eV.

Structure (ORCA input):
```
! wB97M-V def2-TZVPD RIJCOSX def2/J DEFGRID3
* xyz 0 1
N 0.183 1.158 -1.791
N 1.314 0.260 -1.259
C 0.802 -0.320 -0.258
N -0.543 0.013 0.098
C -1.092 -0.366 1.368
O -0.515 -1.172 2.042
H 0.495 1.421 -2.725
H 0.341 1.962 -1.307
H 1.192 -1.006 0.402
H -0.852 0.838 -0.481
H -1.988 0.263 1.778
*
```


--- 2 ---
C2H5N3O | the ωB97M-V functional and the def2-TZVPD basis

The value obtained for the HOMO energy is -9.195 eV. The calculation puts the HOMO-LUMO gap at 10.07 eV. Its SMILES is C=NO/C=N\N. As for the LUMO energy: 0.871 eV.

Structure (ORCA input):
```
! wB97M-V def2-TZVPD RIJCOSX def2/J DEFGRID3
* xyz 0 1
C -2.180 -0.135 -0.026
N -0.968 -0.414 -0.242
O -0.376 0.688 0.445
C 0.876 1.075 -0.130
N 1.888 0.377 -0.119
N 1.862 -0.865 0.306
H -2.832 -0.928 -0.277
H -2.462 0.713 0.676
H 1.087 2.079 -0.491
H 0.811 -1.100 0.206
H 2.294 -1.490 -0.347
*
```


Energy ordering: 1 at the bottom, the next structure 2.443 eV above.


--- 1 ---
CH6N2 | the ωB97M-V functional and the def2-TZVPD basis

The value obtained for the HOMO energy is -8.583 eV. The calculation puts the HOMO-LUMO gap at 9.73 eV. Its SMILES is CNN. As for the LUMO energy: 1.143 eV.

Structure (ORCA input):
```
! wB97M-V def2-TZVPD RIJCOSX def2/J DEFGRID3
* xyz 0 1
C 0.620 0.478 -0.784
N 0.157 0.335 0.714
N -1.079 -0.465 0.940
H 0.545 -0.528 -1.324
H 0.026 1.256 -1.310
H 1.678 0.819 -0.728
H 0.884 -0.200 1.239
H -1.929 -0.151 0.500
H -0.902 -1.545 0.753
*
```


--- 2 ---
CH6N2 | the ωB97M-V functional and the def2-TZVPD basis

The value obtained for the HOMO energy is -9.429 eV. The calculation puts the HOMO-LUMO gap at 10.29 eV. Its SMILES is [H]/N=N\[H].C. As for the LUMO energy: 0.864 eV.

Structure (ORCA input):
```
! wB97M-V def2-TZVPD RIJCOSX def2/J DEFGRID3
* xyz 0 1
H 3.221 -0.247 0.563
N 2.456 -0.477 -0.145
N 1.540 0.318 -0.306
H 1.596 1.162 0.330
C -1.774 -0.156 -0.091
H -2.780 -0.233 -0.518
H -1.341 0.810 -0.330
H -1.118 -0.933 -0.503
H -1.800 -0.245 1.000
*
```


Energy ordering: 1 at the bottom, the next structure 0.137 eV above.


--- 1 ---
CH10NO3 | the ωB97M-V functional and the def2-TZVPD basis

The value obtained for the HOMO energy is -14.702 eV. The calculation puts the HOMO-LUMO gap at 9.62 eV. As for the LUMO energy: -5.085 eV.

Structure (ORCA input):
```
! wB97M-V def2-TZVPD RIJCOSX def2/J DEFGRID3
* xyz 1 1
C 0.567 0.438 2.579
N 0.152 0.834 1.452
H 0.066 -0.351 3.134
H 1.570 0.592 2.967
H 0.545 1.687 1.055
H -0.590 0.449 0.849
H -3.749 -0.136 -3.503
H -3.948 -1.047 -2.422
O -3.213 -0.662 -2.909
H -0.132 0.812 -1.724
H -1.483 0.057 -1.353
O -0.698 0.493 -1.032
H 3.907 -1.077 1.450
H 3.553 -1.513 0.062
O 3.354 -0.832 0.716
*
```


--- 2 ---
CH10NO3 | the ωB97M-V functional and the def2-TZVPD basis

The value obtained for the HOMO energy is -13.681 eV. The calculation puts the HOMO-LUMO gap at 9.15 eV. As for the LUMO energy: -4.528 eV.

Structure (ORCA input):
```
! wB97M-V def2-TZVPD RIJCOSX def2/J DEFGRID3
* xyz 1 1
C -1.268 -0.403 0.191
N -0.688 0.316 1.073
H -2.354 -0.494 0.210
H -0.611 -0.766 -0.598
H 0.350 0.214 1.180
H -1.257 1.160 1.414
H 2.046 -2.950 -4.333
H 2.717 -1.949 -5.279
O 2.233 -2.018 -4.447
H -3.244 1.741 2.237
H -2.459 2.975 2.014
O -2.522 2.071 1.699
H 2.583 0.580 1.084
H 2.552 -0.498 2.042
O 1.922 0.021 1.512
*
```


Energy ordering: 2 at the bottom, the next structure 0.147 eV above.


--- 1 ---
C5H6O2 | the ωB97M-V functional and the def2-TZVPD basis

The value obtained for the HOMO energy is -9.515 eV. The calculation puts the HOMO-LUMO gap at 9.98 eV. Its SMILES is O=CC1(C=O)CC1. As for the LUMO energy: 0.465 eV.

Structure (ORCA input):
```
! wB97M-V def2-TZVPD RIJCOSX def2/J DEFGRID3
* xyz 0 1
O 2.066 -1.306 -0.298
C 1.547 -0.234 -0.501
C 0.176 0.124 -0.183
C -0.292 1.542 -0.770
O -1.262 1.754 -0.080
C -0.338 -0.430 1.225
C -0.868 -0.993 -0.030
H 2.074 0.626 -0.969
H -0.050 2.503 -1.402
H -0.998 0.172 1.852
H 0.373 -1.043 1.791
H -1.894 -0.735 -0.286
H -0.534 -1.979 -0.347
*
```


--- 2 ---
C5H6O2 | the ωB97M-V functional and the def2-TZVPD basis

The value obtained for the HOMO energy is -10.147 eV. The calculation puts the HOMO-LUMO gap at 10.22 eV. Its SMILES is C#CC(=O)[C@@H](C)O. As for the LUMO energy: 0.070 eV.

Structure (ORCA input):
```
! wB97M-V def2-TZVPD RIJCOSX def2/J DEFGRID3
* xyz 0 1
C 2.773 -0.979 0.247
C 1.811 -0.528 -0.322
C 0.573 0.090 -0.816
O 0.429 0.458 -1.957
C -0.480 0.211 0.292
C -1.761 0.851 -0.191
O -0.775 -1.088 0.774
H 3.645 -1.372 0.723
H -0.024 0.824 1.088
H -2.407 1.076 0.662
H -2.287 0.169 -0.864
H -1.543 1.775 -0.732
H 0.046 -1.486 1.096
*
```


--- 3 ---
C5H6O2 | the ωB97M-V functional and the def2-TZVPD basis

The value obtained for the HOMO energy (alpha / beta) is -7.786 / -8.088 eV. The calculation puts the HOMO-LUMO gap (alpha / beta) at 7.35 / 8.10 eV. As for the LUMO energy (alpha / beta): -0.436 / 0.013 eV.

Structure (ORCA input):
```
! wB97M-V def2-TZVPD RIJCOSX def2/J DEFGRID3
* xyz 0 1
O 1.482 1.858 1.097
C 0.926 0.914 0.551
C 1.542 -0.360 0.293
O 0.889 -1.275 -0.470
C -0.384 -1.334 -0.601
C -1.182 -0.319 0.119
C -0.457 1.016 -0.089
H 2.604 -0.558 0.348
H -0.248 1.127 -1.162
H -0.749 -2.055 -1.326
H -1.170 -0.572 1.199
H -2.225 -0.329 -0.204
H -1.027 1.884 0.247
*
```


--- 4 ---
C5H6O2 | the ωB97M-V functional and the def2-TZVPD basis

The value obtained for the HOMO energy is -9.417 eV. The calculation puts the HOMO-LUMO gap at 10.38 eV. Its SMILES is O=C1CO[C@H]2C[C@@H]12. As for the LUMO energy: 0.960 eV.

Structure (ORCA input):
```
! wB97M-V def2-TZVPD RIJCOSX def2/J DEFGRID3
* xyz 0 1
O 1.201 2.036 0.754
C 0.743 1.073 0.194
C 1.414 -0.243 -0.191
O 0.724 -0.690 -1.334
C -0.566 -0.452 -0.945
C -0.945 -0.528 0.706
C -0.716 0.743 -0.096
H 0.854 -0.886 0.591
H 2.494 -0.307 -0.321
H -1.293 -0.824 -1.669
H -0.534 -0.452 1.739
H -1.915 -0.987 0.754
H -1.460 1.517 -0.182
*
```


Energy ordering: 2 at the bottom, the next structure 0.428 eV above.


--- 1 ---
C5H6O2 | the ωB97M-V functional and the def2-TZVPD basis

The value obtained for the HOMO energy is -9.525 eV. The calculation puts the HOMO-LUMO gap at 10.20 eV. Its SMILES is CC1C=C1.O=C=O. As for the LUMO energy: 0.671 eV.

Structure (ORCA input):
```
! wB97M-V def2-TZVPD RIJCOSX def2/J DEFGRID3
* xyz 0 1
C -1.398 -0.761 -0.003
C -0.594 0.396 0.569
C 0.436 1.132 -0.246
C -0.660 1.776 -0.009
H -1.255 -0.858 -1.085
H -2.467 -0.608 0.185
H -1.106 -1.712 0.456
H -0.431 0.308 1.649
H 1.413 1.078 -0.709
H -1.248 2.673 -0.112
O 1.676 -1.703 0.449
C 2.433 -1.139 -0.231
O 3.200 -0.581 -0.912
*
```


--- 2 ---
C5H6O2 | the ωB97M-V functional and the def2-TZVPD basis

The value obtained for the HOMO energy is -7.817 eV. The calculation puts the HOMO-LUMO gap at 8.39 eV. As for the LUMO energy: 0.577 eV.

Structure (ORCA input):
```
! wB97M-V def2-TZVPD RIJCOSX def2/J DEFGRID3
* xyz 0 1
C -0.812 0.255 1.010
C -0.556 -1.027 0.250
O -0.760 -0.370 -1.096
C -0.380 0.935 -0.271
C 1.198 0.542 -0.353
O 1.922 0.652 0.697
C 0.626 -0.878 -0.597
H -1.858 0.370 1.295
H -0.099 0.452 1.818
H -1.065 -1.978 0.367
H -0.854 1.827 -0.677
H 1.559 0.944 -1.337
H 1.078 -1.724 -1.107
*
```


Energy ordering: 1 at the bottom, the next structure 3.464 eV above.


--- 1 ---
C5H10 | the ωB97M-V functional and the def2-TZVPD basis

The value obtained for the HOMO energy is -7.787 eV. The calculation puts the HOMO-LUMO gap at 7.14 eV. As for the LUMO energy: -0.649 eV.

Structure (ORCA input):
```
! wB97M-V def2-TZVPD RIJCOSX def2/J DEFGRID3
* xyz 0 1
C 0.209 1.727 0.527
C 0.815 0.311 0.466
C -0.085 -0.721 -0.288
C 0.015 -0.579 -1.642
C -0.764 -1.642 0.543
H -0.724 1.755 1.097
H -0.095 1.915 -0.528
H 0.889 2.511 0.863
H 0.851 -0.061 1.498
H 1.666 0.470 -0.228
H -0.227 -1.461 -2.251
H 0.763 0.120 -1.992
H -1.844 -0.053 0.290
H -0.283 -1.718 1.505
H -1.187 -2.574 0.140
*
```


--- 2 ---
C5H10 | the ωB97M-V functional and the def2-TZVPD basis

The value obtained for the HOMO energy is -9.620 eV. The calculation puts the HOMO-LUMO gap at 10.77 eV. Its SMILES is C=CC.C=C. As for the LUMO energy: 1.151 eV.

Structure (ORCA input):
```
! wB97M-V def2-TZVPD RIJCOSX def2/J DEFGRID3
* xyz 0 1
C 1.374 -0.574 -1.635
C 0.830 0.627 -1.495
C 1.420 1.844 -2.144
H 1.036 -1.441 -1.081
H 2.208 -0.760 -2.295
H -0.019 0.850 -0.862
H 2.493 1.762 -2.302
H 1.002 2.074 -3.132
H 1.187 2.748 -1.577
C -1.898 -1.124 2.011
C -1.812 -0.927 3.325
H -2.035 -2.135 1.659
H -1.539 -0.327 1.379
H -2.022 -1.715 4.041
H -1.441 -0.039 3.825
*
```


--- 3 ---
C5H10 | the ωB97M-V functional and the def2-TZVPD basis

The value obtained for the HOMO energy is -9.000 eV. The calculation puts the HOMO-LUMO gap at 10.09 eV. Its SMILES is C=C(C)CC. As for the LUMO energy: 1.090 eV.

Structure (ORCA input):
```
! wB97M-V def2-TZVPD RIJCOSX def2/J DEFGRID3
* xyz 0 1
C 0.076 -1.954 -0.087
C 0.288 -0.635 -0.147
C 1.676 -0.072 -0.205
C -1.165 0.374 -0.324
C -0.833 1.402 0.631
H 0.867 -2.684 -0.257
H -0.924 -2.379 -0.037
H 2.437 -0.847 -0.366
H 1.940 0.427 0.733
H 1.770 0.651 -1.020
H -1.209 0.688 -1.365
H -2.022 -0.229 -0.027
H -0.761 1.106 1.675
H -0.121 2.155 0.300
H -2.017 1.995 0.497
*
```


--- 4 ---
C5H10 | the ωB97M-V functional and the def2-TZVPD basis

The value obtained for the HOMO energy is -8.829 eV. The calculation puts the HOMO-LUMO gap at 9.99 eV. Its SMILES is C/C=C/CC. As for the LUMO energy: 1.165 eV.

Structure (ORCA input):
```
! wB97M-V def2-TZVPD RIJCOSX def2/J DEFGRID3
* xyz 0 1
C -2.524 0.204 0.222
C -1.161 0.071 -0.412
C -0.053 -0.389 0.245
C 1.288 -0.601 -0.265
C 2.214 0.610 0.168
H -3.172 -0.330 -0.413
H -2.715 1.157 -0.187
H -2.703 -0.134 1.241
H -0.910 0.446 -1.506
H -0.134 -0.794 1.247
H 1.363 -0.636 -1.272
H 1.871 -1.662 0.149
H 2.012 1.676 -0.183
H 2.351 0.468 1.387
H 3.450 0.441 -0.206
*
```


Energy ordering: 2 at the bottom, the next structure 0.463 eV above.